DFT (ωB97M-V/def2-TZVPD) results for 2 unconnected molecules or ions with the total composition C5H13N.

```
19
Properties=species:S:1:pos:R:3:forces:R:3
C 0.40890 1.96839 3.28067 -0.087 -1.019 -2.510
C 0.50421 1.33553 2.09889 1.520 -1.421 -1.572
N 1.40554 1.71197 0.95934 -2.648 -2.635 1.524
H 0.41597 2.99884 3.31635 0.940 2.128 0.331
H 0.25092 1.42879 4.15528 -1.055 -0.822 1.210
H 0.07681 0.26830 1.99860 1.258 1.636 0.044
H 1.72192 2.61145 0.87262 0.812 2.863 0.758
H 1.19144 1.45991 0.00713 -0.755 -0.740 0.186
C 0.74092 -1.51554 -1.44348 -1.790 -2.721 -0.070
C -0.57231 -0.96261 -2.06740 0.710 2.342 -0.847
C -1.81449 -1.21215 -1.18268 1.080 1.643 -1.354
H 0.31021 -2.26623 -0.74033 0.808 0.524 0.331
H 1.36576 -2.20006 -2.04624 -0.175 0.878 -0.302
H 1.34108 -0.79610 -0.92507 0.212 0.351 0.250
H -0.34567 0.14936 -2.14635 -0.766 -1.033 -0.196
H -0.83210 -1.29432 -3.09661 0.658 0.009 0.577
H -1.55152 -0.83090 -0.21718 -0.110 -0.542 0.998
H -1.94703 -2.25946 -1.31989 -0.811 -0.839 0.805
H -2.67057 -0.59517 -1.50366 0.199 -0.601 -0.164
```
Positions in Å, forces in eV/Å.

Values from the calculation:
LUMO level, eV: 1.0
Maximum force, eV/A: 4.03
Relative energy (zero: lowest compared OMol25 entry of this formula, charge and spin), kJ/mol: 242.2
Electronic energy, eV: -6883.6868